(one)
# CHCl3FOP

CHCl3FOP as an isolated structure (ωB97M-V/def2-TZVPD, OMol25).

CARTESIAN COORDINATES (ANGSTROEM)
C: -0.59 0.60 0.40
O: -0.96 -3.43 0.15
F: -1.65 -0.68 -1.81
P: -1.71 -0.73 -0.14
Cl: -1.20 2.24 0.00
Cl: -0.62 0.32 2.15
Cl: -3.54 0.07 -0.04
H: 0.51 0.36 -0.10

(two)
# CHCl3FOP

A 2-piece molecular cluster, CHCl3FOP overall (ωB97M-V/def2-TZVPD, OMol25).

CARTESIAN COORDINATES (ANGSTROEM)
C: 1.02 0.20 -0.06
O: -1.51 0.89 1.26
F: -1.36 -2.69 0.17
P: -0.83 0.20 0.17
Cl: 1.01 1.99 -0.08
Cl: 2.00 -0.43 1.23
Cl: -1.44 0.32 -1.67
H: 1.12 -0.47 -1.02

(two) is the most stable structure; the next one sits 0.0858 hartree above it.

(one)
# C3H7N3S2

The molecule C3H7N3S2 (ωB97M-V/def2-TZVPD, OMol25).

SMILES: CN(C=S)C(=S)NN

CARTESIAN COORDINATES (ANGSTROEM)
C: -1.19 -0.93 1.79
C: 1.12 -0.87 0.62
C: -0.68 0.47 -0.25
H: -2.18 -1.47 1.20
H: -1.87 -0.02 2.06
H: -0.87 -1.80 2.51
H: 1.48 -1.29 1.70
H: -0.51 2.49 -0.95
H: 1.67 1.74 -0.03
H: 1.05 3.28 0.62
N: -0.22 -0.41 0.81
N: -0.35 1.81 -0.06
N: 0.88 2.09 0.63
S: 2.07 -0.83 -0.72
S: -1.85 -0.39 -1.14

(two)
# C3H7N3S2

The molecule C3H7N3S2 (ωB97M-V/def2-TZVPD, OMol25).

SMILES: CS/C(=N/N)C(N)=S

CARTESIAN COORDINATES (ANGSTROEM)
C: -2.23 -0.17 0.88
C: 0.11 0.35 -0.51
C: 1.06 -0.75 -0.36
H: -1.70 -0.93 1.40
H: -2.12 0.79 1.40
H: -3.29 -0.41 0.83
H: 1.56 3.16 -0.25
H: 2.33 1.61 -0.08
H: 1.21 -2.79 -0.48
H: -0.38 -2.08 -0.83
N: 0.34 1.63 -0.44
N: 1.51 2.17 -0.22
N: 0.56 -1.98 -0.53
S: -1.62 -0.02 -0.83
S: 2.69 -0.58 0.03

(two) is the most stable structure; the next one sits 0.1355 hartree above it.